No. 1
A cluster of 7 separate species, C22H56BN7O10PS in total at a distorted geometry. Source: OMol25; level of theory: ωB97M-V/def2-TZVPD.

```
98
Properties=species:S:1:pos:R:3:mulliken_charge:R:1
C 3.333 -2.858 -0.832 -1.044
C 2.262 -1.974 0.039 0.221
B 0.753 -2.625 0.155 0.627
O 0.330 -3.138 1.478 -0.623
S -0.501 -2.733 -1.247 0.016
C -1.714 -4.143 -1.027 -0.374
C -1.046 -5.579 -0.605 -0.337
N -1.293 -5.972 0.855 -0.549
P -1.757 -0.947 -1.118 0.889
O -1.168 0.193 -2.042 -0.527
O -1.847 -0.417 0.572 -0.400
O -3.424 -1.392 -1.536 -0.431
H 2.874 -3.463 -1.723 0.193
H 3.925 -3.603 -0.115 0.385
H 4.172 -2.135 -1.278 0.298
H 2.210 -0.902 -0.485 -0.180
H 2.685 -1.865 1.140 0.217
H 0.825 -3.968 1.740 0.323
H -2.233 -4.311 -2.088 0.425
H -2.551 -3.825 -0.243 0.188
H 0.103 -5.581 -0.847 0.231
H -1.592 -6.412 -1.259 0.275
H -1.957 -5.309 1.322 0.250
H -0.383 -6.028 1.384 0.253
H -2.410 -1.096 1.057 0.341
H -3.764 -1.965 -0.769 0.330
C -7.519 1.314 0.779 -1.446
C -6.322 0.639 0.170 0.914
O -5.749 -0.299 0.721 -0.652
N -5.874 1.098 -1.034 -0.025
C -6.408 2.177 -1.829 -0.945
H -7.760 0.841 1.735 0.261
H -7.301 2.369 0.961 0.445
H -8.383 1.212 0.116 0.400
H -5.064 0.595 -1.382 0.091
H -6.693 1.773 -2.803 0.297
H -5.619 2.921 -1.964 0.298
H -7.275 2.649 -1.364 0.372
C 8.092 -4.630 -1.216 -1.355
C 6.594 -4.748 -1.265 0.819
O 5.882 -4.444 -0.310 -0.631
N 6.027 -5.212 -2.416 -0.118
C 6.690 -5.617 -3.633 -0.870
H 8.398 -4.248 -0.238 0.297
H 8.549 -5.612 -1.362 0.374
H 8.436 -3.931 -1.983 0.375
H 5.016 -5.265 -2.376 0.184
H 6.317 -4.991 -4.447 0.296
H 6.429 -6.659 -3.831 0.298
H 7.775 -5.520 -3.570 0.333
C 2.402 3.674 1.306 -1.530
C 2.326 2.290 0.725 0.893
O 3.330 1.609 0.523 -0.598
N 1.094 1.792 0.419 0.188
C -0.190 2.433 0.582 -0.896
H 3.446 3.935 1.498 0.431
H 1.990 4.399 0.599 0.381
H 1.857 3.712 2.253 0.463
H 1.120 0.855 0.032 -0.131
H -0.798 1.810 1.242 0.173
H -0.667 2.492 -0.399 0.252
H -0.105 3.435 1.005 0.418
C 7.114 4.119 -3.392 -1.152
C 6.472 2.794 -3.696 0.722
O 6.708 2.175 -4.731 -0.667
N 5.603 2.281 -2.779 -0.110
C 5.202 2.853 -1.516 -0.721
H 7.780 4.401 -4.212 0.288
H 6.346 4.892 -3.290 0.333
H 7.705 4.047 -2.475 0.327
H 5.210 1.386 -3.050 0.175
H 5.466 2.148 -0.724 0.270
H 4.117 2.986 -1.533 0.181
H 5.682 3.813 -1.321 0.312
C -11.244 -2.423 1.415 -1.299
C -10.178 -1.880 0.505 0.852
O -10.373 -0.912 -0.227 -0.650
N -8.961 -2.496 0.509 -0.091
C -8.544 -3.635 1.292 -0.885
H -12.157 -1.831 1.304 0.297
H -11.470 -3.459 1.149 0.375
H -10.916 -2.358 2.456 0.345
H -8.293 -2.077 -0.128 0.152
H -7.687 -3.334 1.899 0.274
H -8.237 -4.426 0.603 0.304
H -9.336 -4.008 1.942 0.332
C 3.145 6.369 5.059 -1.312
C 2.847 6.570 3.600 0.745
O 3.299 5.827 2.731 -0.609
N 2.047 7.618 3.251 -0.148
C 1.427 8.592 4.118 -0.856
H 3.793 5.497 5.184 0.281
H 3.663 7.244 5.460 0.378
H 2.217 6.190 5.609 0.368
H 1.890 7.692 2.252 0.232
H 0.346 8.536 3.972 0.284
H 1.781 9.583 3.823 0.293
H 1.660 8.421 5.170 0.331
```

Orbital gap = 0.18597 hartree
Total charge = +1
HOMO level = -10.3 eV

=====

No. 2
An isolated molecule of C2H6BBrO2 at a distorted geometry. Source: OMol25; level of theory: ωB97M-V/def2-TZVPD.

```
12
Properties=species:S:1:pos:R:3:mulliken_charge:R:1
O 0.201 -1.486 -1.170 -0.622
B 0.442 -0.762 0.016 0.607
O 0.517 -1.358 1.217 -0.531
C 0.618 0.786 -0.231 -0.526
C -1.111 1.496 -0.024 -0.538
Br -0.838 3.353 0.561 -0.175
H 0.060 -2.437 -1.230 0.295
H 0.045 -2.007 1.631 0.284
H 0.897 0.921 -1.305 0.223
H 1.372 1.266 0.527 0.295
H -1.511 1.658 -0.963 0.346
H -1.576 0.807 0.691 0.344
```

Orbital gap = 0.36157 hartree
SMILES = OB(O)CCBr
HOMO level = -9.6 eV

=====

No. 3
An isolated molecule of C5H6BrP at a distorted geometry. Source: OMol25; level of theory: ωB97M-V/def2-TZVPD.

```
13
Properties=species:S:1:pos:R:3:mulliken_charge:R:1
H -1.542 -1.770 -2.798 0.022
P -0.785 -2.387 -1.607 -0.176
C -0.443 -0.976 -0.782 -0.087
C -0.235 0.462 -0.838 -0.530
C 0.473 -0.395 0.249 0.045
C -0.105 -0.166 1.653 -0.085
C 0.673 0.214 2.712 -0.536
Br 0.009 0.516 4.447 -0.154
H -1.012 1.020 -0.334 0.251
H 0.405 1.039 -1.518 0.271
H 1.626 -0.463 0.184 0.329
H -1.183 -0.261 1.850 0.327
H 1.760 0.408 2.664 0.322
```

Orbital gap = 0.32231 hartree
SMILES = [H]/P=C1\C[C@H]1/C=C/Br
HOMO level = -8.9 eV

=====

No. 4
A structure of composition C18H18CoN7O4S3 at a distorted geometry. Source: OMol25; level of theory: ωB97M-V/def2-TZVPD.

```
51
Properties=species:S:1:pos:R:3:mulliken_charge:R:1
Co 1.421 1.010 -1.247 -0.045
C -2.104 -1.334 -4.689 -0.787
S -2.149 0.458 -4.432 -0.074
C -0.888 0.668 -3.195 0.400
S 0.542 -0.255 -3.218 -0.514
N -1.190 1.648 -2.363 -1.560
N -0.240 1.895 -1.422 1.497
C -0.457 2.892 -0.646 -0.822
C 0.513 3.117 0.416 0.883
C 0.482 4.189 1.298 -1.009
C 1.484 4.295 2.249 -0.220
C 2.469 3.327 2.311 -0.957
C 2.423 2.273 1.408 0.005
N 1.468 2.177 0.492 0.268
H -2.548 -1.534 -5.664 0.319
H -2.677 -1.831 -3.909 0.239
H -1.065 -1.656 -4.672 0.279
H -1.337 3.505 -0.803 0.365
H -0.311 4.923 1.208 0.436
H 1.488 5.124 2.946 0.398
H 3.266 3.387 3.038 0.419
H 3.156 1.479 1.423 0.504
O 5.321 -0.061 -0.250 -0.741
S 4.503 0.809 -1.081 1.196
O 4.863 0.817 -2.502 -0.762
O 3.061 0.215 -1.001 -0.456
O 4.421 2.189 -0.554 -0.765
N -6.062 -4.757 4.066 -0.527
C -5.133 -4.306 3.562 0.109
C -3.975 -3.737 2.930 0.380
C -2.760 -4.413 2.927 -1.064
C -1.651 -3.865 2.313 -0.431
C -1.729 -2.626 1.686 1.853
C -2.946 -1.945 1.694 -0.441
C -4.054 -2.494 2.306 -1.117
N -0.603 -2.072 1.059 0.369
C 0.684 -2.600 1.020 -0.028
C 1.436 -1.722 0.314 -1.348
N 0.647 -0.665 -0.085 0.265
C -0.547 -0.889 0.365 -0.562
H -2.690 -5.378 3.411 0.427
H -0.722 -4.417 2.325 0.311
H -3.036 -0.977 1.222 0.348
H -4.994 -1.959 2.305 0.426
H 0.958 -3.528 1.489 0.347
H 2.483 -1.744 0.047 0.508
H -1.389 -0.239 0.189 0.351
N 2.334 2.491 -2.470 -0.396
H 3.064 1.987 -2.976 0.249
H 2.888 2.977 -1.763 0.240
H 1.879 3.155 -3.079 0.234
```

Orbital gap (alpha / beta) = 0.22571 / 0.23722 hartree
Total charge = -1
HOMO level (alpha / beta) = -4.6 / -4.9 eV
2S+1 = 2

=====

No. 5
A structure of composition C9H13N3O at a distorted geometry. Source: OMol25; level of theory: ωB97M-V/def2-TZVPD.

```
26
Properties=species:S:1:pos:R:3:mulliken_charge:R:1
C 2.947 -1.338 1.256 -0.658
C 1.863 -2.643 -0.770 -0.779
C -0.433 1.063 0.378 0.597
C -0.382 2.342 1.074 -0.543
C -1.469 3.226 0.940 -0.078
C -2.482 2.893 0.203 -0.601
C -2.394 1.565 -0.472 -0.698
C -1.606 0.540 -0.192 0.444
C -1.564 -0.773 -0.904 -0.521
H 2.646 -2.148 2.186 0.218
H 2.977 -0.424 1.910 0.281
H 3.967 -1.795 0.924 0.281
H 1.265 -2.329 -1.679 0.260
H 2.662 -3.300 -1.129 0.280
H 1.109 -3.249 -0.170 0.296
H 0.483 2.663 1.593 0.411
H -1.516 4.238 1.667 0.161
H -3.505 3.462 0.074 0.244
H -3.112 1.186 -1.038 0.569
H -0.855 -1.478 -0.498 0.201
H -2.641 -1.372 -0.827 0.302
H -0.337 0.027 -2.714 0.364
N 2.068 -1.327 -0.061 -0.129
N 1.043 -0.543 -0.189 0.185
N 0.643 0.158 0.827 -0.513
O -1.378 -0.644 -2.390 -0.576
```

Orbital gap = 0.33039 hartree
HOMO level = -8.3 eV

=====

What ΔE to the lowest compared entry with this formula, charge and spin values result from the calculations? In sequence: 398.3 97.3 119.1 12.1 783.8 kJ/mol.